No. 1
{
  "formula": "C13H32Cl3GeO13P4Pd",
  "method": "the ωB97M-V functional and the def2-TZVPD basis",
  "multiplicity": 2,
  "gap_ev": [8.603, 8.924],
  "homo_energy_ha": [-0.327, -0.337],
  "s2": 0.7574,
  "elements": ["Pd", "O", "P", "O", "O", "O", "P", "O", "O", "O", "H", "H", "C", "C", "C", "O", "P", "O", "C", "P", "O", "O", "C", "C", "C", "O", "C", "C", "C", "O", "C", "C", "C", "H", "H", "H", "H", "H", "H", "H", "H", "H", "H", "H", "H", "H", "H", "H", "H", "H", "H", "H", "H", "H", "H", "H", "H", "H", "H", "H", "H", "H", "H", "Cl", "Ge", "Cl", "Cl"],
  "xyz": [[0.55532, -1.57511, -2.10566], [2.54957, -5.46293, -2.86879], [2.25171, -3.95750, -2.51885], [2.60335, -3.13433, -3.81272], [0.83943, -3.79688, -2.10083], [3.33864, -3.59426, -1.45420], [3.50760, -2.17617, -0.57389], [4.46918, -1.34708, -1.55232], [4.15199, -2.52941, 0.69344], [2.16128, -1.50697, -0.61668], [3.47915, -5.65238, -3.04462], [5.38836, -1.46490, -1.28627], [1.27571, 4.66570, -0.79881], [1.78865, 3.53557, 0.06923], [1.23902, 3.56618, 1.48211], [1.54866, 2.26613, -0.59269], [0.25626, 1.38149, -0.71301], [0.27052, 0.62786, -1.99036], [0.22583, 0.35114, 0.75395], [-1.11114, -0.86663, 0.80300], [-1.39327, -1.45261, -0.51831], [-2.36708, -0.12960, 1.40640], [-2.37455, 0.42123, 2.75113], [-2.83342, 1.85906, 2.63557], [-3.27806, -0.43862, 3.60693], [-0.68943, -1.87176, 1.94234], [0.23214, -2.97745, 1.60531], [-0.58586, -4.24187, 1.49583], [1.29659, -3.01066, 2.67480], [-0.99761, 2.33544, -0.56046], [-1.95174, 2.55792, -1.65563], [-2.88731, 1.37492, -1.76862], [-2.67550, 3.84307, -1.32143], [1.60136, 5.62212, -0.38757], [0.18727, 4.65898, -0.83499], [1.66590, 4.57248, -1.81155], [2.87708, 3.57756, 0.11056], [0.14987, 3.49989, 1.48228], [1.51898, 4.50926, 1.95263], [1.65568, 2.75656, 2.08171], [0.19037, 0.98122, 1.64418], [1.17082, -0.20175, 0.74728], [-1.35645, 0.38229, 3.14985], [-3.84371, 1.89428, 2.22450], [-2.17403, 2.42272, 1.97407], [-2.84135, 2.33302, 3.61777], [-4.28899, -0.43954, 3.19735], [-3.31317, -0.04735, 4.62455], [-2.90913, -1.46270, 3.63727], [0.68898, -2.74960, 0.64232], [-1.07489, -4.46400, 2.44628], [0.06775, -5.07461, 1.23374], [-1.33943, -4.14052, 0.71564], [0.84921, -3.19214, 3.65408], [1.85395, -2.07451, 2.69840], [2.00967, -3.80531, 2.45548], [-1.36984, 2.66953, -2.57229], [-3.44133, 1.24205, -0.83787], [-2.34403, 0.45568, -1.98028], [-3.59797, 1.55587, -2.57676], [-3.21060, 3.73520, -0.37646], [-3.40118, 4.06727, -2.10358], [-1.98825, 4.68423, -1.24080], [2.65249, 0.11311, -4.21161], [1.66173, -1.74618, -4.47750], [-0.52459, -1.74626, -4.39125], [1.93383, -2.18742, -6.55335]],
  "forces_ev_per_a": [[-0.1, 0.0, -0.1], [0.0, 0.0, 0.0], [0.0, 0.0, 0.0], [0.0, 0.0, -0.1], [-0.1, 0.0, 0.0], [-0.1, 0.0, 0.0], [0.1, 0.0, 0.0], [0.0, 0.0, 0.0], [0.0, 0.0, 0.0], [0.1, 0.0, -0.1], [0.0, 0.0, 0.0], [0.0, 0.0, 0.0], [0.0, 0.0, 0.0], [0.0, 0.0, 0.0], [0.0, 0.0, 0.0], [0.0, 0.0, 0.0], [0.0, 0.0, 0.0], [0.0, 0.0, 0.0], [0.0, 0.0, 0.0], [0.0, 0.0, 0.1], [0.0, 0.0, 0.0], [0.0, 0.0, 0.0], [0.0, 0.0, 0.0], [0.0, 0.0, 0.0], [0.0, 0.0, 0.0], [0.0, 0.0, -0.1], [0.0, 0.0, 0.0], [0.0, 0.0, 0.0], [0.0, 0.0, 0.0], [0.0, 0.0, 0.0], [0.0, 0.0, 0.0], [0.0, 0.0, 0.0], [0.0, 0.0, 0.0], [0.0, 0.0, 0.0], [0.0, 0.0, 0.0], [0.0, 0.0, 0.0], [0.0, 0.0, 0.0], [0.0, 0.0, 0.0], [0.0, 0.0, 0.0], [0.0, 0.0, 0.0], [0.0, 0.0, 0.0], [0.0, 0.0, 0.0], [0.0, 0.0, 0.0], [0.0, 0.0, 0.0], [0.0, 0.0, 0.0], [0.0, 0.0, 0.0], [0.0, 0.0, 0.0], [0.0, 0.0, 0.0], [0.0, 0.0, 0.0], [0.0, 0.0, 0.0], [0.0, 0.0, 0.0], [0.0, 0.0, 0.0], [0.0, 0.0, 0.0], [0.0, 0.0, 0.0], [0.0, 0.0, 0.0], [0.0, 0.0, 0.0], [0.0, 0.0, 0.0], [0.0, 0.0, 0.0], [0.0, 0.0, 0.0], [0.0, 0.0, 0.0], [0.0, 0.0, 0.0], [0.0, 0.0, 0.0], [0.0, 0.0, 0.0], [0.0, -0.1, 0.0], [0.2, 0.1, 0.2], [-0.1, 0.0, 0.0], [0.0, 0.0, -0.1]],
  "lowdin_charge": [0.62, -0.05, 0.24, -0.40, -0.31, -0.23, 0.22, -0.13, -0.26, -0.38, 0.10, 0.08, -0.03, -0.41, -0.05, -0.15, 0.48, -0.35, -0.20, 0.45, -0.28, -0.17, -0.45, -0.03, -0.04, -0.18, -0.43, -0.03, -0.04, -0.20, -0.42, -0.04, -0.04, 0.09, 0.06, 0.09, 0.14, 0.07, 0.09, 0.08, 0.07, 0.06, 0.13, 0.09, 0.06, 0.09, 0.09, 0.09, 0.08, 0.09, 0.09, 0.09, 0.08, 0.09, 0.08, 0.09, 0.14, 0.09, 0.06, 0.09, 0.08, 0.09, 0.07, 0.27, -0.27, 0.28, 0.21]
}

=====

No. 2
{
  "formula": "C13H32FO7P4S2",
  "method": "the ωB97M-V functional and the def2-TZVPD basis",
  "gap_ev": 5.566,
  "homo_energy_ha": -0.133,
  "total_charge": -1,
  "elements": ["C", "P", "C", "P", "S", "C", "C", "O", "C", "C", "C", "F", "P", "O", "O", "P", "O", "O", "S", "H", "H", "H", "H", "H", "H", "H", "H", "H", "H", "H", "H", "H", "H", "H", "H", "H", "H", "H", "H", "C", "C", "O", "C", "H", "H", "H", "H", "H", "H", "C", "C", "O", "C", "H", "H", "H", "H", "H", "H"],
  "xyz": [[-4.51055, 2.52593, -4.05276], [-3.17987, 1.47057, -3.36170], [-2.32484, 0.94524, -4.90416], [-1.70586, 2.47824, -1.89673], [-0.34427, 3.21903, -3.62073], [-2.82043, 2.06452, -0.34310], [-4.24719, 1.68431, -0.59778], [-5.18808, 2.46597, -0.46122], [-0.70366, 0.86822, -1.62119], [-1.39569, -0.48902, -1.77998], [-0.61132, -1.54878, -0.99522], [-1.29462, -1.86448, 0.19112], [-2.77181, 4.50653, -2.12445], [-2.97445, 5.07941, -0.57729], [-1.79169, 5.60577, -2.90299], [-0.07947, 3.46177, -0.38240], [-0.33823, 3.02801, 1.19445], [-0.22522, 5.09596, -0.40406], [1.84090, 3.10915, -0.71058], [-4.16131, 3.33180, -4.69393], [-5.10793, 1.86436, -4.68659], [-5.16940, 2.89948, -3.28051], [-2.17898, 1.79200, -5.57037], [-2.97430, 0.21838, -5.38612], [-1.36021, 0.50092, -4.69540], [0.20821, 2.10472, -4.10892], [-2.38904, 1.23164, 0.20835], [-2.87027, 2.90066, 0.34497], [-4.46761, 0.64378, -0.88139], [0.18652, 0.85369, -2.24031], [-0.33523, 0.91006, -0.59825], [-1.40767, -0.82926, -2.80965], [-2.39876, -0.51565, -1.37143], [-0.44819, -2.46178, -1.56000], [0.34194, -1.13999, -0.66704], [-2.49133, 5.88680, -0.38769], [-1.51282, 6.28503, -2.28228], [-0.65770, 3.80428, 1.66291], [0.64326, 5.39971, -0.69419], [4.01857, -2.10279, 1.49910], [3.01630, -3.17785, 1.14549], [3.17508, -3.89337, 0.18427], [1.82065, -3.30604, 2.05199], [4.83074, -2.11036, 0.77622], [3.53763, -1.12340, 1.48531], [4.42278, -2.28423, 2.49710], [1.25545, -2.37178, 2.05643], [2.14481, -3.54401, 3.06473], [1.17741, -4.10549, 1.69338], [4.71720, -6.38325, 5.53062], [3.86886, -5.15567, 5.29602], [2.88629, -5.19062, 4.59735], [4.31106, -3.88121, 5.97645], [4.29396, -7.22448, 4.98800], [5.73522, -6.20675, 5.18029], [4.74629, -6.62043, 6.59528], [5.31369, -3.60752, 5.64411], [4.32384, -4.01933, 7.05863], [3.62134, -3.07841, 5.72784]],
  "forces_ev_per_a": [[0.1, -0.1, -0.6], [-0.5, -0.9, 0.6], [-0.2, 0.6, 0.0], [0.2, -0.4, 0.0], [0.3, 0.7, -0.5], [-0.9, -0.3, 0.2], [-0.9, 1.0, 0.3], [0.8, -0.8, -0.3], [-0.3, -0.1, -0.3], [0.7, -0.5, 0.5], [0.0, 0.5, 0.2], [0.0, -0.2, 0.0], [-1.2, -0.1, -0.8], [0.1, 0.1, -0.3], [-0.4, 0.0, 0.8], [1.4, -1.0, -0.1], [-0.3, 0.6, -0.2], [-0.4, 0.4, 0.3], [0.0, 0.0, 0.1], [0.1, 0.3, 0.1], [0.0, -0.1, 0.0], [0.0, 0.2, 0.2], [0.2, 0.1, -0.1], [0.0, -0.2, -0.1], [0.1, -0.2, 0.0], [0.0, -0.2, 0.2], [0.3, -0.1, -0.1], [0.2, 0.3, -0.1], [0.1, -0.1, 0.0], [0.1, 0.3, -0.1], [-0.1, 0.2, 0.2], [-0.3, 0.2, -0.3], [-0.3, 0.1, -0.2], [-0.1, -0.2, 0.1], [0.3, -0.1, -0.1], [0.4, 0.0, 0.2], [0.5, 0.1, 0.0], [-0.2, 0.1, 0.3], [0.3, 0.1, 0.0], [0.1, -0.1, -0.2], [0.0, 0.1, 0.1], [0.0, -0.1, -0.1], [-0.1, -0.1, -0.2], [0.0, 0.0, 0.0], [0.0, 0.0, 0.1], [-0.1, 0.1, 0.1], [0.0, 0.0, 0.1], [0.0, 0.1, 0.1], [0.0, 0.0, 0.0], [-0.1, -0.1, -0.1], [0.1, 0.0, 0.1], [-0.1, 0.0, 0.0], [-0.2, 0.1, -0.1], [0.0, 0.0, 0.0], [0.0, 0.0, 0.1], [0.1, 0.1, 0.0], [0.1, 0.0, 0.1], [0.1, 0.0, 0.0], [0.0, 0.0, 0.0]],
  "lowdin_charge": [-0.39, 0.74, -0.38, 0.17, 0.32, -0.35, -0.39, -0.03, -0.43, -0.25, -0.19, -0.08, 0.74, -0.35, -0.40, 0.17, -0.30, -0.34, 0.11, 0.02, 0.02, 0.00, 0.01, 0.02, 0.00, -0.22, 0.07, 0.05, 0.08, 0.05, 0.04, 0.08, 0.08, 0.11, 0.11, 0.03, 0.03, 0.05, 0.02, -0.02, -0.50, 0.06, -0.02, 0.08, 0.09, 0.07, 0.09, 0.05, 0.09, -0.02, -0.50, 0.07, -0.02, 0.08, 0.08, 0.08, 0.08, 0.08, 0.08]
}

=====

No. 3
{
  "formula": "C13H32GaIO2P2Si",
  "method": "the ωB97M-V functional and the def2-TZVPD basis",
  "gap_ev": [4.495, 4.494],
  "homo_energy_ha": [-0.515, -0.515],
  "total_charge": 2,
  "elements": ["C", "C", "H", "H", "H", "O", "I", "Ga", "P", "C", "C", "H", "H", "H", "H", "H", "H", "C", "H", "H", "H", "P", "C", "C", "H", "H", "H", "C", "H", "H", "H", "H", "H", "H", "C", "O", "C", "Si", "C", "C", "C", "H", "H", "H", "H", "H", "H", "H", "H", "H", "H", "H"],
  "xyz": [[-0.13825, 0.45980, -5.04672], [-0.11281, 1.25569, -3.86987], [-0.14336, 1.08239, -5.97319], [-1.02873, -0.19614, -4.99736], [0.76266, -0.20625, -5.02644], [-0.10894, 2.20156, -3.17663], [-0.19864, -3.12493, -1.45862], [-0.04406, -0.62981, -0.75808], [2.33911, 0.10233, -0.72773], [2.93791, 1.48986, 0.28751], [3.34151, -1.32228, -0.19304], [4.39169, -1.13427, -0.46146], [4.06361, 0.52712, -2.35515], [2.99129, -2.22629, -0.71071], [2.64828, -0.29925, -3.08718], [2.62742, 1.38861, 1.33673], [3.26898, -1.47989, 0.89253], [2.96508, 0.48404, -2.38947], [4.04393, 1.51767, 0.24352], [2.58980, 1.46534, -2.73262], [2.55202, 2.44328, -0.10578], [-2.55851, 0.16280, -0.59208], [-3.18378, 1.48938, 0.48974], [-3.23606, 0.59912, -2.22150], [-3.10177, -2.19892, -0.48746], [-4.56873, -1.16140, -0.50175], [-3.60820, -1.34154, 1.00264], [-3.55737, -1.27805, -0.09609], [-2.96112, -0.17951, -2.94400], [-4.33201, 0.67637, -2.14988], [-4.23414, 1.70104, 0.22599], [-2.59080, 2.40422, 0.35099], [-2.83710, 1.56917, -2.55581], [-3.13565, 1.18509, 1.54340], [-0.13929, 1.51145, -0.62374], [-0.11604, 2.66129, -0.46671], [2.09939, -0.75313, 3.26757], [0.26674, -0.65789, 2.85012], [-0.60267, -1.76110, 4.10543], [-0.36679, 1.08170, 3.03172], [-0.08517, -1.41301, 1.18197], [2.23415, -0.41291, 4.30320], [2.74093, -0.13867, 2.62494], [2.46478, -1.79145, 3.21075], [-0.35659, -1.42060, 5.11884], [-1.69290, -1.73379, 3.98638], [-0.28776, -2.80960, 4.01034], [0.05788, 1.77819, 2.30413], [-1.46189, 1.13224, 2.94583], [-0.09812, 1.43244, 4.03446], [0.59591, -2.28136, 1.10828], [-1.09581, -1.85015, 1.25202]],
  "forces_ev_per_a": [[0.4, -1.6, -0.1], [-0.1, 6.4, 2.3], [0.0, 0.0, 0.8], [0.2, 0.2, -0.1], [-0.5, 0.4, -0.1], [0.0, -5.4, -3.5], [0.0, 0.5, -1.4], [-0.2, -1.6, 2.7], [0.8, -0.8, -0.3], [-0.2, 0.4, 0.1], [0.0, -0.2, -0.1], [-0.3, -0.1, 0.1], [-0.3, 0.0, -0.2], [0.1, 0.2, 0.1], [0.2, 0.0, 0.1], [0.1, 0.0, -0.4], [-0.1, 0.1, -0.4], [0.2, 0.3, -0.2], [-0.5, -0.1, 0.0], [0.2, -0.3, 0.2], [0.2, -0.3, 0.2], [-0.7, -1.0, -0.2], [0.2, 0.3, 0.0], [-0.1, 0.2, -0.2], [-0.2, 0.2, 0.1], [0.1, -0.1, 0.1], [0.1, 0.0, -0.4], [0.1, -0.2, 0.1], [-0.2, 0.1, 0.1], [0.3, 0.0, -0.2], [0.4, -0.1, 0.1], [-0.3, -0.2, 0.2], [-0.2, -0.2, 0.1], [0.0, 0.1, -0.3], [0.5, 5.4, 1.1], [-0.3, -4.0, -0.4], [0.1, 0.0, -0.1], [0.0, -0.6, 0.6], [0.1, 0.1, -0.1], [-0.2, 0.2, 0.0], [0.1, 0.5, -0.2], [0.1, -0.1, -0.2], [0.0, -0.1, 0.3], [-0.1, 0.3, 0.0], [-0.1, -0.1, -0.1], [0.1, 0.0, 0.1], [0.0, 0.2, 0.0], [0.0, 0.1, 0.1], [0.3, 0.0, 0.1], [-0.1, 0.1, -0.1], [-0.3, 0.4, -0.1], [0.2, 0.1, -0.2]],
  "lowdin_charge": [0.09, 0.02, 0.17, 0.15, 0.15, 0.30, 0.50, -0.22, 0.77, -0.20, -0.21, 0.07, 0.07, 0.04, 0.05, 0.04, 0.04, -0.25, 0.09, 0.05, 0.06, 0.77, -0.21, -0.25, 0.02, 0.07, 0.07, -0.23, 0.05, 0.07, 0.08, 0.05, 0.04, 0.05, -0.20, 0.16, -0.18, 0.40, -0.17, -0.17, -0.45, 0.05, -0.01, 0.05, 0.04, 0.03, 0.05, 0.01, 0.02, 0.05, -0.03, -0.01]
}

=====

No. 4
{
  "formula": "C13H32InN6O3S2",
  "method": "the ωB97M-V functional and the def2-TZVPD basis",
  "gap_ev": 6.782,
  "homo_energy_ha": -0.166,
  "total_charge": -1,
  "elements": ["C", "C", "N", "C", "C", "C", "S", "S", "C", "C", "C", "In", "C", "C", "C", "N", "O", "H", "H", "H", "H", "H", "H", "H", "H", "H", "H", "H", "H", "H", "H", "H", "H", "H", "H", "H", "H", "H", "H", "H", "H", "C", "O", "N", "N", "H", "H", "H", "H", "C", "O", "N", "N", "H", "H", "H", "H"],
  "xyz": [[2.57955, -2.25817, 1.45867], [1.88832, -1.42854, 0.37030], [2.80588, -0.67680, -0.49634], [3.57844, -1.50806, -1.42934], [2.94248, -1.48092, -2.81887], [3.49251, 0.32740, 0.15225], [5.06900, 0.34886, 0.59026], [2.43625, 1.70314, 0.61453], [2.64177, 2.92573, -0.70562], [1.61768, 2.84654, -1.83448], [0.16763, 2.92766, -1.32379], [-0.89628, 0.95346, -1.23935], [-1.43010, 0.49362, 0.88960], [-2.82039, 0.98090, 1.33360], [-3.90362, 0.44555, 0.43265], [-4.61460, 1.38433, -0.30236], [-4.17717, -0.74291, 0.37673], [3.60244, -2.51510, 1.16316], [2.01705, -3.16930, 1.66138], [2.67276, -1.67496, 2.37833], [1.23146, -2.02489, -0.26519], [1.23285, -0.69289, 0.84853], [4.61036, -1.17099, -1.49464], [3.57366, -2.54789, -1.08105], [3.57456, -2.09147, -3.47634], [1.94321, -1.91569, -2.82544], [2.92487, -0.47114, -3.23175], [2.48688, 3.87064, -0.17297], [3.67527, 2.92433, -1.06320], [1.77160, 1.91563, -2.39206], [1.83515, 3.70620, -2.48337], [0.13718, 3.38468, -0.32665], [-0.41832, 3.56557, -1.99293], [-2.38018, 1.00083, -2.24684], [0.14192, -0.31298, -1.92384], [-1.37083, -0.58376, 1.07247], [-0.68203, 0.99229, 1.51474], [-2.85114, 2.07451, 1.33104], [-3.05915, 0.62533, 2.34450], [-5.02277, 0.94134, -1.12061], [-3.99435, 2.11439, -0.63725], [-5.88574, -1.65306, -3.44887], [-5.00724, -1.58596, -4.28632], [-5.68576, -1.50469, -2.10900], [-7.19968, -1.89615, -3.80660], [-6.42950, -1.58164, -1.44289], [-4.75618, -1.33045, -1.75752], [-7.39161, -2.01054, -4.78252], [-7.94959, -1.95711, -3.14616], [2.21720, -0.22958, 5.12525], [1.14342, -0.28726, 4.56133], [2.37954, -0.64345, 6.42884], [3.35224, 0.24085, 4.52654], [3.25328, -0.60854, 6.91628], [1.56760, -0.99658, 6.89726], [3.28278, 0.55234, 3.57362], [4.24023, 0.28218, 4.98700]],
  "forces_ev_per_a": [[0.4, 0.3, -0.2], [-1.1, 0.5, 0.1], [1.6, -0.1, 0.1], [-0.5, -0.4, -0.3], [0.4, -0.3, -0.1], [-0.6, 0.2, -0.2], [0.3, 0.0, -0.4], [-0.4, 0.0, 1.0], [0.0, 0.2, -0.4], [-0.1, 0.0, 0.4], [-0.1, -0.2, -0.1], [0.0, -0.1, 0.0], [-0.1, 0.1, -0.2], [0.1, 0.0, 0.0], [-0.1, -0.1, 0.2], [0.4, -0.2, -0.5], [-0.1, 0.0, 0.0], [-0.1, -0.2, 0.0], [0.0, 0.0, 0.1], [-0.1, -0.1, 0.0], [0.2, 0.0, -0.1], [0.0, -0.1, -0.1], [-0.1, 0.0, 0.2], [0.2, 0.1, 0.1], [-0.1, 0.0, 0.0], [0.0, 0.3, 0.0], [-0.2, 0.0, 0.1], [0.1, -0.1, 0.0], [0.0, -0.1, 0.1], [0.1, 0.2, -0.1], [0.1, -0.2, -0.1], [0.0, 0.1, -0.1], [0.0, 0.0, 0.1], [0.0, 0.1, 0.1], [0.0, 0.1, 0.0], [0.1, 0.1, 0.0], [0.0, -0.1, 0.0], [-0.1, 0.0, 0.1], [0.0, 0.1, 0.0], [-0.2, 0.0, 0.1], [-0.1, 0.1, 0.2], [-0.2, -0.1, 0.1], [0.0, 0.0, 0.0], [0.2, 0.1, -0.3], [0.0, 0.0, 0.0], [0.1, 0.0, 0.1], [0.0, -0.1, 0.1], [0.0, 0.0, 0.0], [0.0, 0.0, 0.0], [0.1, 0.0, 0.0], [0.0, 0.0, 0.0], [0.0, 0.0, 0.0], [-0.1, 0.0, 0.0], [0.0, 0.0, 0.0], [0.0, 0.0, 0.0], [0.0, 0.1, -0.1], [0.0, 0.0, 0.0]],
  "lowdin_charge": [-0.07, -0.24, -0.20, -0.26, -0.09, -1.09, 0.62, 0.84, -0.49, -0.38, -0.35, 0.48, -0.31, -0.24, -0.59, 0.13, 0.02, 0.06, 0.08, 0.05, 0.11, 0.08, 0.07, 0.11, 0.07, 0.05, 0.07, 0.07, 0.07, 0.07, 0.09, 0.02, 0.01, -0.10, -0.09, 0.03, 0.02, 0.10, 0.11, 0.07, 0.07, -0.68, 0.03, 0.16, 0.12, 0.09, 0.08, 0.09, 0.08, -0.69, 0.04, 0.13, 0.16, 0.08, 0.09, 0.08, 0.09]
}